Entry P
Formula: C3H9N2S
Source: the Open Molecules 2025 dataset
Level of theory: ωB97M-V/def2-TZVPD

Results
* gap between HOMO and LUMO: 9.73 eV
* HOMO: -13.478 eV
* LUMO energy: -3.752 eV

```
! wB97M-V def2-TZVPD RIJCOSX def2/J DEFGRID3
* xyz 1 1
C 1.01043 0.55427 0.00457
C -1.27671 0.13901 -0.74580
C -0.29573 -0.14807 0.33271
N 1.08279 1.83287 0.32354
N -0.04038 -1.61901 0.32608
S 2.30278 -0.34128 -0.46885
H -0.78299 0.57515 -1.63782
H -2.03114 0.71930 -0.37624
H -1.70669 -0.85988 -1.00784
H -0.79641 0.20662 1.30685
H 0.34460 2.40089 0.65790
H 1.89429 2.37383 0.39090
H 0.85183 -1.73382 -0.23275
H -0.86749 -2.24092 -0.06269
H 0.31082 -1.85895 1.18945
*
```

Entry Q
Formula: C3H9N2S
Source: the Open Molecules 2025 dataset
Level of theory: ωB97M-V/def2-TZVPD

Results
* gap between HOMO and LUMO: 6.94 eV
* HOMO: -13.179 eV
* LUMO energy: -6.242 eV

```
! wB97M-V def2-TZVPD RIJCOSX def2/J DEFGRID3
* xyz 1 1
C -1.19990 0.49817 -0.03007
C 0.77355 -0.22740 1.47922
C 0.20587 0.40777 0.31788
N -1.71365 1.33566 -0.96300
N 0.95525 -1.01448 -1.15559
S -2.15692 -0.60330 0.84771
H 1.89992 -0.39201 1.27771
H 0.24078 -1.11180 1.80271
H 0.80694 0.29944 2.42810
H 0.89914 1.10499 -0.05964
H -1.32477 2.20839 -1.27454
H -2.71585 1.48943 -0.91606
H 1.62417 -0.73751 -1.77399
H 0.20354 -1.64812 -1.46091
H 1.50191 -1.60924 -0.51955
*
```

Which of them is most stable? Easy: entry P.

Entry P
Formula: C3H5O3PS
Source: the Open Molecules 2025 dataset
Level of theory: ωB97M-V/def2-TZVPD

Results
* gap between HOMO and LUMO: 9.31 eV
* HOMO: -8.905 eV
* LUMO energy: 0.402 eV

```
! wB97M-V def2-TZVPD RIJCOSX def2/J DEFGRID3
* xyz 0 1
C 1.00161 -1.07579 0.16335
C -0.10063 -1.55373 0.13496
C 2.35177 -0.56491 0.13239
O -3.66142 0.13531 -0.81232
O -2.87000 0.46160 1.49747
O -1.26856 1.03483 -0.46478
P -2.29645 0.13041 0.04708
S -1.75693 -1.89961 0.17128
H 3.02227 -1.28343 -0.33447
H 2.35894 0.36001 -0.44423
H 2.69392 -0.35146 1.14363
H -3.46101 0.13764 -1.74754
H -3.73190 0.86984 1.44223
*
```

Entry Q
Formula: C3H5O3PS
Source: the Open Molecules 2025 dataset
Level of theory: ωB97M-V/def2-TZVPD

Results
* gap between HOMO and LUMO: 9.59 eV
* HOMO: -9.553 eV
* LUMO energy: 0.033 eV

```
! wB97M-V def2-TZVPD RIJCOSX def2/J DEFGRID3
* xyz 0 1
C 1.47550 0.38183 0.03999
C 0.44199 0.20711 -0.66159
C 2.50159 -0.57774 0.63618
O -3.18472 1.07336 -0.91251
O -1.62555 1.00213 1.08706
O -0.55408 0.13512 -1.33717
P -2.38896 0.15153 0.17104
S -2.74707 -1.79066 0.06778
H 2.27760 -0.73758 1.67808
H 2.18131 -1.55116 0.28850
H 3.45999 -0.35321 0.25156
H -3.69773 0.62322 -1.61733
H 1.86014 1.43605 0.30841
*
```

Which of them is most stable? Easy: entry P.

Entry P
Formula: C3H7NO
Source: the Open Molecules 2025 dataset
Level of theory: ωB97M-V/def2-TZVPD

Results
* gap between HOMO and LUMO: 10.73 eV
* HOMO: -9.803 eV
* LUMO energy: 0.925 eV

```
! wB97M-V def2-TZVPD RIJCOSX def2/J DEFGRID3
* xyz 0 1
C -1.62680 0.24025 0.07616
C -0.29484 -0.46802 0.30086
C 0.87331 0.43077 -0.07892
O 0.90773 1.61162 0.21970
N 1.89397 -0.17869 -0.74744
H -2.45809 -0.34334 0.48290
H -1.60775 1.21844 0.56268
H -1.81047 0.39903 -0.99166
H -0.25610 -1.41997 -0.24150
H -0.17366 -0.70677 1.36508
H 1.83240 -1.12519 -1.08230
H 2.67446 0.38893 -1.03971
*
```

Entry Q
Formula: C3H7NO
Source: the Open Molecules 2025 dataset
Level of theory: ωB97M-V/def2-TZVPD

Results
* gap between HOMO and LUMO: 9.04 eV
* HOMO: -8.528 eV
* LUMO energy: 0.510 eV

```
! wB97M-V def2-TZVPD RIJCOSX def2/J DEFGRID3
* xyz 0 1
C 1.00928 -3.53508 3.19653
N 1.65058 -3.60101 2.03384
H 1.45809 -3.75898 4.11532
H -0.08960 -3.50288 3.10447
H 2.47363 -4.31170 1.97104
C -1.78842 1.71925 -1.89946
C -0.47757 2.10785 -1.90218
O -0.30190 3.37396 -1.65732
H -2.13820 0.74074 -1.40573
H -2.59320 2.02085 -2.61714
H 0.31005 1.52648 -1.49834
H -1.01944 3.74870 -1.01723
*
```

Which of them is most stable? Easy: entry P.

Entry P
Formula: C3H7NO
Source: the Open Molecules 2025 dataset
Level of theory: ωB97M-V/def2-TZVPD

Results
* gap between HOMO and LUMO: 10.92 eV
* HOMO: -9.978 eV
* LUMO energy: 0.944 eV

```
! wB97M-V def2-TZVPD RIJCOSX def2/J DEFGRID3
* xyz 0 1
C 0.50188 0.28736 1.54621
C 0.10382 -0.52257 0.28694
C -0.58594 0.34338 -0.75009
N -0.60359 -0.20685 -2.01538
O -1.13857 1.38616 -0.42519
H 0.03710 1.30073 1.61361
H 0.14054 -0.26386 2.33611
H 1.52484 0.59071 1.74022
H -0.37948 -1.43931 0.66134
H 1.09109 -0.91261 -0.05587
H -0.00448 -0.93193 -2.10155
H -0.68721 0.36880 -2.83635
*
```

Entry Q
Formula: C3H7NO
Source: the Open Molecules 2025 dataset
Level of theory: ωB97M-V/def2-TZVPD

Results
* gap between HOMO and LUMO: 10.85 eV
* HOMO: -9.829 eV
* LUMO energy: 1.022 eV

```
! wB97M-V def2-TZVPD RIJCOSX def2/J DEFGRID3
* xyz 0 1
C -1.10921 0.49768 -0.40852
C 0.29462 -0.12870 -0.41007
C 1.42553 -0.47511 1.59532
O -1.83741 0.18993 -1.56842
N 1.01587 0.33433 0.73512
H -1.37890 0.55613 -2.33312
H -1.69085 0.09455 0.42360
H -1.01122 1.58284 -0.27220
H 0.21110 -1.22660 -0.45751
H 0.83404 0.22575 -1.29610
H 1.28627 -1.56139 1.54130
H 1.96016 -0.08941 2.45059
*
```

Entry R
Formula: C3H7NO
Source: the Open Molecules 2025 dataset
Level of theory: ωB97M-V/def2-TZVPD

Results
* gap between HOMO and LUMO: 6.75 eV
* HOMO: -6.300 eV
* LUMO energy: 0.452 eV

```
! wB97M-V def2-TZVPD RIJCOSX def2/J DEFGRID3
* xyz 0 1
C -0.11228 -0.99481 0.09688
C 0.99407 -0.30648 -0.55419
N -1.22796 0.12940 0.69288
C 0.64760 1.65209 -0.42272
O 1.48927 2.29650 -0.92204
H -1.32524 0.09581 1.70090
H -2.14176 0.04791 0.26276
H -0.72230 1.04911 0.37515
H -0.74944 -1.60054 -0.54497
H 0.12896 -1.54901 1.00216
H 1.95557 -0.38382 -0.05783
H 1.06352 -0.43615 -1.62899
*
```

Entry S
Formula: C3H7NO
Source: the Open Molecules 2025 dataset
Level of theory: ωB97M-V/def2-TZVPD

Results
* gap between HOMO and LUMO: 11.01 eV
* HOMO: -9.978 eV
* LUMO energy: 1.033 eV

```
! wB97M-V def2-TZVPD RIJCOSX def2/J DEFGRID3
* xyz 0 1
C 1.25630 0.25025 -0.42867
C 0.47169 -0.69176 0.48884
C -1.73419 0.51588 0.13794
H 1.62783 -0.35708 -1.19720
H 0.63046 1.03397 -0.83808
H 2.08712 0.85490 -0.02390
H 0.18475 -0.29731 1.45654
H 1.09248 -1.54078 0.65821
H -2.58349 1.15824 -0.07122
H -0.70925 1.01416 0.51007
N -1.74233 -0.60893 -0.40235
O -0.58138 -1.33154 -0.29017
*
```

Which of them is most stable? Easy: entry P.

Entry P
Formula: C3H3N3O
Source: the Open Molecules 2025 dataset
Level of theory: ωB97M-V/def2-TZVPD

Results
* gap between HOMO and LUMO (spin up / spin down): 9.06 / 9.06 eV
* HOMO (spin up / spin down): -9.921 / -9.921 eV
* LUMO energy (spin up / spin down): -0.857 / -0.858 eV

```
! wB97M-V def2-TZVPD RIJCOSX def2/J DEFGRID3
* xyz 0 1
O 1.57291 -0.55091 0.54559
C 0.97265 -0.05555 -0.46865
C 0.45306 1.31209 -0.26776
N -0.57137 1.16406 0.49434
N -0.97855 -0.12271 0.85294
C -0.96141 -0.93308 -0.29839
N 0.08677 -0.89931 -1.05988
H 0.43034 -0.61104 1.13851
H 0.82283 2.28637 -0.56046
H -1.74828 -1.66726 -0.45562
*
```

Entry Q
Formula: C3H3N3O
Source: the Open Molecules 2025 dataset
Level of theory: ωB97M-V/def2-TZVPD

Results
* gap between HOMO and LUMO: 9.49 eV
* HOMO: -9.953 eV
* LUMO energy: -0.463 eV

```
! wB97M-V def2-TZVPD RIJCOSX def2/J DEFGRID3
* xyz 0 1
O 0.14408 1.59043 1.93068
C 0.04530 0.70927 1.11173
N -1.05726 0.65027 0.24762
N -1.06584 0.07297 -0.95272
C -0.04277 -0.67875 -1.21580
C 0.94860 -0.93320 -0.20349
N 0.97281 -0.32158 0.93413
H -1.80376 1.31337 0.41561
H 0.00338 -1.12513 -2.20284
H 1.71036 -1.69403 -0.37974
*
```

Which of them is most stable? Easy: entry Q.

Entry P
Formula: C3H3N3O
Source: the Open Molecules 2025 dataset
Level of theory: ωB97M-V/def2-TZVPD

Results
* gap between HOMO and LUMO: 10.19 eV
* HOMO: -9.765 eV
* LUMO energy: 0.430 eV

```
! wB97M-V def2-TZVPD RIJCOSX def2/J DEFGRID3
* xyz 0 1
O 2.30146 -0.09897 -1.07703
C 1.14027 -0.02431 -0.74240
C 0.58501 1.17895 -0.07177
N -0.38805 1.10978 0.76906
N -0.97537 -0.10784 0.85449
C -0.76413 -1.06954 -0.08019
N 0.20979 -1.05658 -0.92279
H -1.67052 -0.20257 1.57468
H 1.06044 2.14589 -0.20719
H -1.49891 -1.87481 -0.09686
*
```

Entry Q
Formula: C3H3N3O
Source: the Open Molecules 2025 dataset
Level of theory: ωB97M-V/def2-TZVPD

Results
* gap between HOMO and LUMO (spin up / spin down): 8.11 / 8.11 eV
* HOMO (spin up / spin down): -9.309 / -9.310 eV
* LUMO energy (spin up / spin down): -1.200 / -1.200 eV

```
! wB97M-V def2-TZVPD RIJCOSX def2/J DEFGRID3
* xyz 0 1
N 2.19162 -0.14576 -0.05584
C 0.94691 -0.05251 -0.06848
N 0.38571 1.41450 -0.65049
N -0.71644 1.74590 -0.53513
O -2.50241 -0.80296 0.88746
C -1.43867 -0.46011 0.46853
C -0.12563 -0.86717 0.31434
H 2.66083 0.59693 -0.56869
H -1.44115 0.70794 -0.09341
H 0.04108 -1.93584 0.23229
*
```

Entry R
Formula: C3H3N3O
Source: the Open Molecules 2025 dataset
Level of theory: ωB97M-V/def2-TZVPD

Results
* gap between HOMO and LUMO: 10.83 eV
* HOMO: -10.746 eV
* LUMO energy: 0.081 eV

```
! wB97M-V def2-TZVPD RIJCOSX def2/J DEFGRID3
* xyz 0 1
O -1.37444 1.94049 -1.00141
C -0.43750 1.68970 -0.29396
N -0.06810 0.36840 0.01371
C -0.76848 -0.77591 -0.21682
N -0.07329 -1.81107 0.16054
C 1.10750 -1.24696 0.56627
N 1.15454 0.06177 0.52490
H 0.20983 2.43234 0.19413
H -1.72104 -0.79838 -0.72036
H 1.97099 -1.86037 0.77301
*
```

Entry S
Formula: C3H3N3O
Source: the Open Molecules 2025 dataset
Level of theory: ωB97M-V/def2-TZVPD

Results
* gap between HOMO and LUMO: 8.84 eV
* HOMO: -9.409 eV
* LUMO energy: -0.572 eV

```
! wB97M-V def2-TZVPD RIJCOSX def2/J DEFGRID3
* xyz 0 1
O 2.25857 -1.47831 0.26229
C 1.15903 -1.09230 0.09698
N 1.04044 0.86161 0.11808
N -0.07170 1.46538 0.13132
C -1.16861 0.68618 -0.05619
C -1.12403 -0.67639 -0.19024
N -0.05568 -1.48209 -0.10158
H 1.78469 1.55681 0.25740
H -2.10848 1.21644 -0.09636
H -2.06186 -1.19914 -0.37199
*
```

Which of them is most stable? Easy: entry R.